Molecular formula: C3H8OS2
Method: DFT, ωB97M-V/def2-TZVPD

E_HOMO: -8.70 eV
LUMO: 0.5 eV
SMILES string: C=CO.CSS
Relative energy (zero: lowest compared OMol25 entry of this formula, charge and spin): 43.06 kcal/mol
E: -26956.7412 eV

Cartesian coordinates (Å):
C: -1.99 2.07 2.31
C: -2.68 1.58 1.27
O: -2.69 0.22 1.00
H: -2.00 3.16 2.40
H: -0.95 1.79 2.46
H: -3.52 1.96 0.71
H: -1.81 -0.04 1.32
C: 1.98 -2.12 -2.35
S: 1.87 -0.34 -1.98
S: 3.08 -0.01 -0.36
H: 2.81 -2.58 -1.81
H: 2.34 -2.20 -3.35
H: 1.03 -2.59 -2.12
H: 2.53 -0.89 0.50

---

Molecular formula: C3H8OS3
Method: DFT, ωB97M-V/def2-TZVPD

E_HOMO: -8.45 eV
LUMO: 0.5 eV
SMILES string: C1SCSCS1.O
Relative energy (zero: lowest compared OMol25 entry of this formula, charge and spin): 1.03 kcal/mol
E: -37793.5062 eV

Cartesian coordinates (Å):
C: -1.04 -0.27 -2.09
S: -2.54 0.10 -1.25
C: -1.89 0.97 0.10
S: -0.89 -0.07 1.21
C: 0.56 -0.50 0.09
S: 0.00 -1.53 -1.30
H: -0.40 0.63 -2.16
H: -1.27 -0.60 -3.12
H: -2.74 1.32 0.72
H: -1.34 1.86 -0.25
H: 1.22 -1.07 0.78
H: 1.11 0.42 -0.21
O: 2.94 -0.09 2.29
H: 3.88 -0.35 2.46
H: 2.41 -0.81 2.71

---

Molecular formula: C3H8OSi
Method: DFT, ωB97M-V/def2-TZVPD

E_HOMO (alpha / beta): -8.92 / -8.92 eV
LUMO (alpha / beta): -0.6 / -0.6 eV
SMILES string: C=[Si]1CO1.C
Relative energy (zero: lowest compared OMol25 entry of this formula, charge and spin): 81.88 kcal/mol
E: -13162.4776 eV

Cartesian coordinates (Å):
C: 0.11 1.26 1.40
Si: -1.44 0.42 1.23
C: -2.43 -0.79 0.28
O: -2.00 -1.09 1.76
H: -0.06 2.26 0.99
H: 0.61 1.22 2.35
H: -1.86 -1.43 -0.47
H: -3.48 -0.86 0.22
C: 2.10 -0.23 -1.58
H: 2.41 -0.79 -2.35
H: 1.13 0.11 -1.76
H: 2.73 0.66 -1.46
H: 2.20 -0.74 -0.63

---

Molecular formula: C3H8OSi
Method: DFT, ωB97M-V/def2-TZVPD

E_HOMO: -9.48 eV
LUMO: -0.5 eV
SMILES string: O=[SiH2].[H][H].C#CC
Relative energy (zero: lowest compared OMol25 entry of this formula, charge and spin): 100.02 kcal/mol
E: -13161.6913 eV

Cartesian coordinates (Å):
O: -2.96 0.34 -0.27
Si: -4.43 0.60 -0.23
H: -5.25 -0.49 -0.77
H: -5.44 1.68 0.33
H: 2.54 -5.92 1.15
H: 1.83 -5.60 1.16
C: 0.47 0.86 0.39
C: 1.53 1.18 -0.01
C: 2.86 1.65 -0.42
H: -0.49 0.40 0.52
H: 2.59 2.07 -1.46
H: 3.16 2.40 0.26
H: 3.59 0.85 -0.63

---

Molecular formula: C3H8S
Method: DFT, ωB97M-V/def2-TZVPD

E_HOMO: -8.18 eV
LUMO: 1.1 eV
SMILES string: CCSC
Relative energy (zero: lowest compared OMol25 entry of this formula, charge and spin): 30.33 kcal/mol
E: -14074.6061 eV

Cartesian coordinates (Å):
C: -1.67 -0.54 -0.19
C: -0.19 -0.82 -0.34
S: 0.67 -0.27 1.08
C: 1.58 1.11 0.51
H: -2.06 -1.35 0.51
H: -2.07 0.51 0.14
H: -1.96 -0.67 -1.29
H: 0.17 -1.79 -0.47
H: 0.20 -0.15 -1.31
H: 0.97 1.94 0.69
H: 1.95 0.91 -0.54
H: 2.42 1.13 1.21

---

Molecular formula: C3H8S
Method: DFT, ωB97M-V/def2-TZVPD

E_HOMO: -9.66 eV
LUMO: 0.9 eV
SMILES string: C=CC.S
Relative energy (zero: lowest compared OMol25 entry of this formula, charge and spin): 21.55 kcal/mol
E: -14074.9872 eV

Cartesian coordinates (Å):
C: -1.30 1.02 -1.02
C: -0.10 1.53 -0.81
C: 0.93 0.92 0.10
H: -1.97 1.53 -1.70
H: -1.66 0.13 -0.53
H: 0.22 2.41 -1.35
H: 0.65 1.10 1.14
H: 1.02 -0.14 -0.11
H: 1.90 1.40 -0.02
S: -0.29 -2.94 1.72
H: 0.73 -2.70 0.90
H: -0.13 -4.27 1.67

---

Molecular formula: C3H8S2
Method: DFT, ωB97M-V/def2-TZVPD

E_HOMO: -8.56 eV
LUMO: 0.6 eV
SMILES string: C=C.CSS
Relative energy (zero: lowest compared OMol25 entry of this formula, charge and spin): 50.08 kcal/mol
E: -24909.2256 eV

Cartesian coordinates (Å):
C: -1.51 0.78 1.81
C: -0.28 0.19 1.81
H: -2.49 0.29 2.26
H: -1.82 1.35 1.04
H: -0.06 -0.72 2.33
H: 0.58 0.66 1.26
C: 1.48 0.22 -1.19
S: 1.18 -1.61 -1.24
S: -0.77 -1.81 -1.69
H: 2.34 0.31 -0.49
H: 0.49 0.72 -0.94
H: 1.77 0.67 -2.19
H: -0.89 -1.06 -2.78

---

Molecular formula: C3H9B
Method: DFT, ωB97M-V/def2-TZVPD

E_HOMO: -8.04 eV
LUMO: -0.1 eV
Relative energy (zero: lowest compared OMol25 entry of this formula, charge and spin): 71.13 kcal/mol
E: -3929.1920 eV

Cartesian coordinates (Å):
B: -1.63 -1.03 -0.97
C: 1.12 0.56 -0.73
C: -0.19 0.26 1.40
C: 0.32 -0.40 0.18
H: -2.26 -0.11 -1.26
H: -1.61 -2.08 -1.51
H: 1.71 0.04 -1.48
H: 1.77 1.14 0.02
H: 0.57 1.45 -1.09
H: 0.79 0.55 1.83
H: -0.78 1.19 1.21
H: -0.74 -0.30 2.05
H: 0.93 -1.30 0.33

---

Molecular formula: C3H9B3FNO3Yb
Method: DFT, ωB97M-V/def2-TZVPD

E_HOMO: -14.96 eV
LUMO: -10.6 eV
Total charge: +2
Relative energy (zero: lowest compared OMol25 entry of this formula, charge and spin): 36.44 kcal/mol
E: -47152.7737 eV

Cartesian coordinates (Å):
C: -0.03 -1.77 1.97
C: -0.62 -0.37 1.50
F: -1.41 0.26 2.56
B: 0.58 0.54 0.93
O: 0.78 1.89 1.19
B: 0.83 2.54 -0.10
O: 1.55 1.98 -1.19
B: 1.25 0.59 -1.20
C: 0.64 -0.21 -2.44
N: -0.72 0.36 -2.78
O: 1.49 -0.09 0.06
H: -0.33 -1.91 3.03
H: -0.41 -2.57 1.32
H: 1.07 -1.80 1.90
H: -1.28 -0.60 0.64
H: 0.24 3.56 -0.21
H: 0.48 -1.25 -2.10
H: 1.31 -0.25 -3.31
H: -1.14 0.61 -1.88
H: -1.27 -0.45 -3.06
Yb: -3.02 -1.08 3.16

---

Molecular formula: C3H9BN
Method: DFT, ωB97M-V/def2-TZVPD

E_HOMO: -4.46 eV
LUMO: 4.1 eV
Total charge: -1
Relative energy (zero: lowest compared OMol25 entry of this formula, charge and spin): 0.00 kcal/mol
E: -5423.4519 eV

Cartesian coordinates (Å):
B: -1.72 0.89 0.14
C: -0.45 0.08 0.92
C: 0.40 -0.68 -0.02
C: 1.68 -0.02 -0.52
N: 0.09 -1.85 -0.43
H: -1.32 2.00 -0.22
H: -2.07 0.25 -0.84
H: -2.67 0.98 0.92
H: 0.16 0.80 1.48
H: -0.89 -0.64 1.62
H: 1.80 1.00 -0.15
H: 2.52 -0.62 -0.19
H: 1.69 -0.01 -1.61
H: 0.78 -2.18 -1.11

---

Molecular formula: C3H9BN2O
Method: DFT, ωB97M-V/def2-TZVPD

E_HOMO (alpha / beta): -8.19 / -8.04 eV
LUMO (alpha / beta): -0.3 / -0.3 eV
Relative energy (zero: lowest compared OMol25 entry of this formula, charge and spin): 24.75 kcal/mol
E: -8958.3274 eV

Cartesian coordinates (Å):
B: -0.79 -0.24 -0.13
C: 0.71 -0.23 0.22
C: -1.53 -1.61 0.34
C: -1.43 1.23 -0.52
N: 2.93 0.45 -0.05
N: 1.63 0.74 0.03
O: 1.40 -1.53 0.43
H: -0.80 -2.20 0.87
H: -1.97 -2.11 -0.49
H: -2.41 -1.35 0.97
H: -1.29 1.63 -1.61
H: -0.81 1.99 0.09
H: -2.56 1.33 -0.42
H: 3.37 1.43 0.06
H: 2.25 -1.23 0.20
H: 1.29 1.72 0.00

---

Molecular formula: C3H9BO
Method: DFT, ωB97M-V/def2-TZVPD

E_HOMO: -9.74 eV
LUMO: 0.6 eV
SMILES string: COB(C)C
Relative energy (zero: lowest compared OMol25 entry of this formula, charge and spin): 54.86 kcal/mol
E: -5979.2892 eV

Cartesian coordinates (Å):
C: 2.32 -0.23 -0.03
O: 1.11 -0.92 0.01
B: -0.47 -0.17 0.17
C: -0.71 1.37 0.26
C: -1.65 -1.20 -0.18
H: 2.18 0.79 -0.55
H: 3.06 -0.57 -0.78
H: 2.70 -0.23 0.98
H: -1.79 1.66 0.12
H: -0.49 2.01 -0.50
H: -0.50 1.77 1.23
H: -1.44 -2.17 -0.53
H: -2.22 -0.78 -1.00
H: -2.11 -1.32 0.77